Density functional theory data (the ωB97M-V functional and the def2-TZVPD basis) for 3 unconnected molecules or ions with the total composition C2H11NO3 at a distorted geometry.

The total energy comes out at -9884.5008 eV. The value obtained for the energy relative to the best compared isomer or geometry (same formula, charge and spin) is 67.45 kJ/mol. As for the HOMO-LUMO gap: 10.48 eV. The maximum force is 1.25 eV Å⁻¹. The SMILES is NCCO.O.O.

Structure (XYZ):
```
17
Properties=species:S:1:pos:R:3:forces:R:3
N 2.232 -1.177 0.394 -0.024 0.153 0.357
C 1.903 -2.598 0.404 -0.084 -0.730 0.199
C 0.435 -2.738 0.041 -0.028 1.162 0.470
O 0.161 -2.169 -1.219 -0.430 -0.559 -0.523
H 3.221 -1.056 0.564 0.091 0.098 -0.130
H 1.767 -0.749 1.197 0.119 0.009 -0.271
H 2.487 -3.145 -0.339 0.156 0.239 -0.060
H 2.105 -3.070 1.384 -0.184 0.003 -0.255
H 0.059 -3.752 0.046 0.182 -0.311 -0.178
H -0.129 -2.195 0.816 -0.117 -0.083 0.034
H 0.478 -1.263 -1.270 0.309 0.031 0.357
O -2.931 2.002 -2.214 -0.138 -0.432 0.218
H -3.197 1.130 -1.879 0.160 0.413 -0.170
H -3.555 2.190 -2.921 -0.014 0.015 -0.040
O -1.071 5.347 2.554 0.259 -0.129 0.446
H -1.072 6.156 2.041 -0.183 -0.038 -0.227
H -1.684 4.728 2.152 -0.075 0.161 -0.226
```
Positions in Å, forces in eV/Å.

List of Mulliken charges in e, atom by atom: atom 1 (N): -0.615, atom 2 (C): -0.328, atom 3 (C): -0.491, atom 4 (O): -0.536, atom 5 (H): 0.230, atom 6 (H): 0.212, atom 7 (H): 0.313, atom 8 (H): 0.289, atom 9 (H): 0.325, atom 10 (H): 0.256, atom 11 (H): 0.345, atom 12 (O): -0.644, atom 13 (H): 0.324, atom 14 (H): 0.320, atom 15 (O): -0.643, atom 16 (H): 0.320, atom 17 (H): 0.323



Density functional theory data (the ωB97M-V functional and the def2-TZVPD basis) for 2 unconnected molecules or ions with the total composition C6H10N2S at a distorted geometry.

The total energy comes out at -20196.2844 eV. The value obtained for the energy relative to the best compared isomer or geometry (same formula, charge and spin) is 248.76 kJ/mol. As for the HOMO-LUMO gap: 8.76 eV. The maximum force is 3.12 eV Å⁻¹. The SMILES is CC(C)=C=N.CN=C=S.

Structure (XYZ):
```
19
Properties=species:S:1:pos:R:3:forces:R:3
C -0.113 -2.184 0.920 0.866 -1.840 -0.173
C -0.461 -1.236 -0.232 -1.753 -0.487 0.609
C -1.674 -0.344 -0.315 -0.601 2.682 0.949
C 0.221 -1.550 -1.300 0.469 1.578 -0.650
N 0.979 -1.640 -2.255 -0.577 -1.320 -0.036
H -0.300 -2.052 2.032 0.041 0.726 -1.645
H 0.981 -2.249 0.706 -0.564 -0.380 1.228
H -0.479 -3.230 0.679 0.060 1.119 0.382
H -2.544 -0.770 0.153 -0.406 -0.863 -0.086
H -1.991 0.026 -1.321 0.625 -0.637 0.611
H -1.639 0.646 0.327 0.594 -1.802 -1.150
H 1.844 -1.153 -2.099 0.529 0.712 -0.116
C 0.200 3.026 0.331 1.514 2.713 0.268
N 0.469 1.670 0.159 -0.258 -2.115 -0.404
C 1.302 0.855 0.394 -0.717 1.658 -0.668
S 2.555 -0.057 0.581 0.908 -0.702 0.327
H 1.209 3.488 0.011 -1.725 0.183 0.533
H -0.652 3.589 -0.191 1.095 -1.677 0.390
H 0.094 3.165 1.419 -0.099 0.452 -0.367
```
Positions in Å, forces in eV/Å.

List of Mulliken charges in e, atom by atom: atom 1 (C): -1.061, atom 2 (C): 0.380, atom 3 (C): -1.141, atom 4 (C): 0.467, atom 5 (N): -0.689, atom 6 (H): 0.292, atom 7 (H): 0.288, atom 8 (H): 0.308, atom 9 (H): 0.372, atom 10 (H): 0.319, atom 11 (H): 0.167, atom 12 (H): 0.258, atom 13 (C): -0.826, atom 14 (N): -0.170, atom 15 (C): 0.536, atom 16 (S): -0.391, atom 17 (H): 0.343, atom 18 (H): 0.220, atom 19 (H): 0.327



Density functional theory data (the ωB97M-V functional and the def2-TZVPD basis) for 2 unconnected molecules or ions with the total composition C5H13NO at a distorted geometry.

The total energy comes out at -8930.7864 eV. The spin multiplicity is 2. The value obtained for the energy relative to the best compared isomer or geometry (same formula, charge and spin) is 190.43 kJ/mol. As for the HOMO-LUMO gap (spin up / spin down): 2.03 / 10.02 eV. Its net charge is -1. The maximum force is 3.61 eV Å⁻¹.

Structure (XYZ):
```
20
Properties=species:S:1:pos:R:3:forces:R:3
C -0.575 2.334 -0.172 -0.059 -0.393 -2.683
C 0.285 2.403 -1.508 0.094 1.344 2.213
H -1.406 3.066 -0.152 0.420 -0.456 -0.056
H -0.851 1.298 0.030 -0.722 0.622 -0.558
H 0.079 2.483 0.619 1.168 0.798 1.693
H 0.972 3.263 -1.454 0.345 -0.287 0.385
H -0.269 2.739 -2.326 -1.362 -0.245 -1.572
H 0.863 1.522 -1.729 -0.020 -0.426 -0.026
C 0.554 -1.639 -0.096 1.032 -2.144 -1.670
C -0.874 -2.072 -0.681 1.200 3.333 0.683
C 0.274 -0.931 1.183 -0.236 -0.354 0.914
O -0.544 -0.025 1.180 -0.373 0.334 0.570
N 0.742 -1.407 2.398 -0.267 0.407 -0.190
H 1.115 -2.612 -0.045 -0.325 0.707 0.829
H 1.311 -1.084 -0.775 -1.588 -0.064 0.451
H -1.411 -1.136 -0.910 0.166 -0.332 -0.255
H -1.346 -2.390 0.202 -0.981 -1.006 1.017
H 0.649 -0.989 3.311 -0.593 0.566 -0.572
H 1.441 -2.073 2.404 1.500 -1.538 -0.267
H -1.010 -2.750 -1.481 0.602 -0.866 -0.906
```
Positions in Å, forces in eV/Å.

List of Mulliken charges in e, atom by atom: atom 1 (C): -0.602, atom 2 (C): -1.391, atom 3 (H): 0.323, atom 4 (H): 0.199, atom 5 (H): 0.245, atom 6 (H): 0.322, atom 7 (H): 0.343, atom 8 (H): 0.500, atom 9 (C): -0.681, atom 10 (C): -2.472, atom 11 (C): -0.301, atom 12 (O): -0.564, atom 13 (N): -0.817, atom 14 (H): 0.284, atom 15 (H): 0.438, atom 16 (H): 0.160, atom 17 (H): 0.280, atom 18 (H): 0.449, atom 19 (H): 0.596, atom 20 (H): 1.690



Density functional theory data (the ωB97M-V functional and the def2-TZVPD basis) for 2 unconnected molecules or ions with the total composition CH6N5 at a distorted geometry.

The total energy comes out at -8573.5544 eV. The value obtained for the energy relative to the best compared isomer or geometry (same formula, charge and spin) is 299.74 kJ/mol. As for the HOMO-LUMO gap: 9.47 eV. Its net charge is +1. The maximum force is 3.46 eV Å⁻¹.

Structure (XYZ):
```
12
Properties=species:S:1:pos:R:3:forces:R:3
C -0.689 -0.324 0.733 -1.182 0.184 -0.139
N -0.018 -1.226 0.966 2.206 -1.764 0.789
N 2.267 -0.162 -0.961 -2.007 -1.583 -1.074
N 2.408 -0.177 0.243 2.591 1.959 1.183
N -1.664 0.466 0.514 0.736 -1.355 -0.585
N -2.298 0.558 -0.721 0.145 2.074 0.078
H 0.985 -1.556 1.012 -1.179 0.875 -0.426
H 2.861 0.343 -1.607 0.982 0.857 0.428
H -1.781 1.237 1.083 -0.200 1.980 1.486
H -3.266 0.537 -0.546 -1.484 -0.201 0.106
H -2.037 -0.170 -1.303 0.663 -1.743 -1.362
H 3.231 0.474 0.586 -1.271 -1.281 -0.485
```
Positions in Å, forces in eV/Å.

List of Mulliken charges in e, atom by atom: atom 1 (C): 0.229, atom 2 (N): -0.032, atom 3 (N): -0.185, atom 4 (N): -0.287, atom 5 (N): 0.076, atom 6 (N): -0.530, atom 7 (H): 0.422, atom 8 (H): 0.247, atom 9 (H): 0.282, atom 10 (H): 0.272, atom 11 (H): 0.272, atom 12 (H): 0.233